1.
63
Properties=species:S:1:pos:R:3 method="wB97M-V/def2-TZVPD" e_above_lowest_ev=5.355 lumo_energy_ev=-0.880 orbital_gap_ev=9.2 e_homo_ev=-10.08
O -1.6677 -2.9641 -5.6018
H -1.8642 -2.9721 -4.6650
H -2.4768 -3.2594 -6.0193
O -3.9534 0.8088 -4.9751
H -3.3089 1.2582 -4.4284
H -4.1265 1.4185 -5.6924
O 0.7558 -0.7579 -9.0015
H 0.0291 -0.4269 -8.4737
H 1.2300 -1.3469 -8.4146
O -3.6366 2.6180 -10.9849
H -3.8291 1.6859 -10.8835
H -3.3411 2.8978 -10.1185
O -9.3058 -2.9826 -8.4330
H -9.7223 -2.9795 -9.2949
H -8.3804 -2.8173 -8.6131
O -4.4436 0.1151 -10.7523
H -5.0607 0.2771 -10.0387
H -4.9972 -0.0583 -11.5137
O -4.5620 -2.6492 -10.7250
H -3.9158 -3.0581 -10.1493
H -4.2705 -1.7411 -10.8062
O -6.3280 0.3387 -8.4196
H -6.4954 0.8586 -7.6335
H -6.4832 -0.5655 -8.1468
O 0.4466 -0.8956 -5.7615
H -0.3942 -1.2373 -5.4571
H 0.7725 -1.5631 -6.3651
O -1.7520 0.4469 -9.1633
H -2.2831 -0.0782 -8.5647
H -2.0746 0.2171 -10.0348
O -8.4345 1.2104 -9.8632
H -8.3435 0.3675 -10.3076
H -7.5681 1.3819 -9.4941
O -4.8627 2.7686 -7.0039
H -4.2899 3.4553 -7.3454
H -5.5933 3.2417 -6.6057
O -6.6742 -2.7915 -8.9182
H -6.8799 -3.7204 -9.0235
H -6.2748 -2.5383 -9.7504
O -4.0503 -5.1507 -7.2870
H -3.7867 -5.6666 -6.5250
H -4.7990 -4.6380 -6.9823
O -3.3378 -4.9041 -3.9572
H -2.6221 -4.5520 -3.4280
H -4.0835 -4.3371 -3.7601
O -0.9714 3.1006 -8.5387
H -0.6506 2.8012 -7.6880
H -0.9233 2.3263 -9.0994
O -3.0359 -3.6847 -12.6938
H -3.6818 -3.2667 -12.1243
H -2.3481 -3.9825 -12.0984
O -3.5451 -0.9535 -7.7760
H -4.4679 -0.8546 -8.0101
H -3.4942 -0.6530 -6.8686
O 0.0668 1.8092 -6.3228
H -0.2238 2.2764 -5.5395
H 0.5158 1.0335 -5.9869
O -5.9951 -0.8912 -4.3005
H -5.3195 -0.2319 -4.4587
H -5.5943 -1.5018 -3.6818
O -7.3586 1.4138 -5.4990
H -7.5926 2.1595 -4.9464
H -7.0799 0.7365 -4.8826


2.
63
Properties=species:S:1:pos:R:3 method="wB97M-V/def2-TZVPD" e_above_lowest_ev=8.470 lumo_energy_ev=-0.474 orbital_gap_ev=10.4 e_homo_ev=-10.87
O -1.7508 -3.9308 -0.9968
H -1.5873 -4.3085 -0.1492
H -2.3543 -3.1892 -1.0262
O 0.7064 1.3019 -4.4284
H -0.1061 1.0494 -3.9365
H 1.1143 1.6611 -3.6455
O -0.4483 -1.6200 -1.5232
H 0.4372 -1.9704 -1.7657
H -0.9567 -2.4381 -1.2725
O 2.7039 -1.5572 -2.3079
H 2.2274 -1.0758 -3.0287
H 3.4823 -1.9586 -2.8441
O -2.5087 -2.4011 3.4723
H -2.9974 -2.5613 2.6490
H -1.8619 -1.7399 3.1159
O -4.2523 -0.6789 0.1620
H -3.4335 -0.3882 -0.1245
H -4.3602 -0.7132 1.1238
O 0.1105 -3.8198 -3.5610
H -0.2816 -2.9904 -3.3404
H -0.2001 -4.4701 -2.9572
O 2.3415 1.4574 3.4583
H 2.6548 0.6016 3.0706
H 1.3927 1.2782 3.4715
O -0.7209 -3.7285 2.0998
H 0.0864 -3.2862 1.9515
H -0.5859 -4.6597 1.9061
O -1.4844 0.3674 -0.1607
H -1.2406 -0.5297 -0.4484
H -0.8511 0.7391 0.4273
O -3.2775 3.0680 0.0889
H -3.5908 3.9046 -0.3338
H -3.2735 2.5320 -0.7226
O 1.7335 3.3220 -2.7834
H 2.1523 3.9500 -2.1866
H 2.5096 2.9382 -3.2571
O 1.7224 -2.5015 0.6815
H 1.2873 -2.8423 1.4857
H 2.6739 -2.2499 0.8100
O -1.1484 3.3490 1.3162
H -1.3916 4.3319 1.1160
H -1.6087 3.1026 0.5522
O -2.6455 1.6680 -2.4161
H -3.3878 1.1911 -2.7922
H -2.2438 1.2784 -1.6322
O 4.9250 1.5567 0.9262
H 4.6539 1.6728 0.0244
H 4.3420 2.0460 1.5170
O -0.3825 0.5410 2.4691
H -0.6969 0.6907 3.3862
H -0.6417 1.3950 2.0512
O 2.5857 0.9138 -0.8020
H 1.8137 0.2307 -0.5090
H 1.9548 1.5147 -1.1375
O 4.2616 -1.0142 0.4640
H 3.9771 -1.2428 -0.4494
H 3.7905 -0.2015 0.5938
O -4.0306 0.6552 2.9016
H -3.9804 0.0398 3.6377
H -3.5182 0.4148 2.1652
O 2.0808 3.4728 1.3935
H 1.3699 2.8100 1.2717
H 2.7086 3.0219 0.7787


3.
64
Properties=species:S:1:pos:R:3 method="wB97M-V/def2-TZVPD" e_above_lowest_ev=4.892 total_charge=+1 lumo_energy_ev=-2.582 orbital_gap_ev=10.4 e_homo_ev=-12.98
O -1.5701 -2.9795 -1.0702
H 1.0053 -3.5864 3.1702
H -0.1716 -1.3585 -2.9955
O -1.8983 -1.2317 3.1544
H -1.0188 -1.0468 2.9424
H 0.3589 0.7038 -4.4824
O 1.0873 4.2861 -1.1942
H 1.6823 5.0504 -1.2675
H 2.2625 -1.5847 -3.9901
O 1.9218 -2.8209 -1.2628
H 1.2549 -1.4182 -5.1329
H 0.9919 -2.0342 2.9423
O 4.7339 0.5367 -1.4239
H -1.3055 3.9522 2.3176
H 4.3500 1.0911 -0.7316
O 1.3317 -1.4189 -4.1674
H 2.0666 -0.3359 3.7162
H -0.5897 2.6164 -1.0134
O -4.6172 -2.5229 1.5357
H 5.0140 1.2568 -2.0186
H -4.0495 -3.3751 1.4499
O -0.1201 1.1996 -3.8253
H -1.1346 -2.9859 -0.1900
H -1.9609 -3.8614 2.0094
O -1.2587 2.3173 3.8886
H -3.3636 2.8989 1.0323
H -0.4510 1.8603 4.1566
O -1.3471 3.4559 1.4912
H 2.1904 -1.7802 4.0647
H -0.9770 2.6312 1.8016
O 2.9158 0.4574 -3.6871
H 3.3985 0.2163 -2.8740
H -4.9250 -2.4662 0.6146
O -2.9653 -0.9346 0.5455
H -1.9948 -1.2229 0.5897
H -4.0355 -1.6912 1.4019
O -4.0544 2.2814 1.2731
H -1.3555 3.1450 4.3573
H -4.4393 1.8033 0.5430
O -0.1453 1.9818 -1.5993
H 0.2075 2.3738 -2.3791
H -1.0256 1.4358 -4.0290
O -0.2690 -0.9600 -2.1228
H 3.7528 -0.1717 2.6914
H -2.1410 -1.1343 4.0823
O -0.5502 0.1192 0.3058
H 2.4617 1.2745 -3.7408
O 3.4363 3.0577 -2.1629
H 2.5000 2.8506 -1.9841
H 3.4742 3.1129 -3.1258
O 3.1438 0.5567 2.4890
H 3.1842 0.6017 1.5234
H -1.6696 -2.0112 -1.0881
O 0.7545 -2.9288 2.5178
H 1.0244 -2.5331 -1.0434
H -2.9162 0.0264 0.6255
O -2.7524 -4.2710 1.6154
H -2.4277 -5.0102 1.0762
H 1.8546 -2.5639 -2.1889
O 1.5779 -1.0382 4.1969
H 0.3888 4.2603 -0.5429
H -0.1180 -0.0787 -2.2604
H 0.2080 0.4734 -0.1828
H -0.9157 -0.5275 -0.3450


4.
66
Properties=species:S:1:pos:R:3 method="wB97M-V/def2-TZVPD" e_above_lowest_ev=0.983 lumo_energy_ev=0.134 orbital_gap_ev=10.9 e_homo_ev=-10.75
O 13.3901 13.8448 9.1458
H 12.7097 13.5291 8.5503
H 13.6146 14.6592 8.6856
O 9.9218 8.1748 12.9758
H 10.1831 7.4707 13.5832
H 10.1364 7.8932 12.0417
O 11.4978 11.8261 8.0414
H 10.7277 12.1052 7.5584
H 11.2458 11.8090 8.9890
O 9.7687 10.4686 10.2867
H 10.7156 10.3393 10.1997
H 9.6954 11.4059 10.6155
O 12.3590 9.4598 9.9053
H 12.8819 10.1054 10.3842
H 12.5520 9.5979 8.9009
O 12.1773 11.9322 11.3799
H 12.4154 12.8311 11.1395
H 11.8019 11.9912 12.3024
O 10.7214 14.8900 12.2877
H 11.5084 14.6251 12.7737
H 10.9001 15.6470 11.7521
O 6.4513 8.4495 9.7387
H 6.7449 9.0578 10.4307
H 5.5516 8.7170 9.5027
O 12.7063 9.6656 7.1538
H 12.2138 10.5036 7.2483
H 12.1198 9.0295 6.8597
O 9.1918 12.9976 14.7097
H 8.5916 13.2370 14.0093
H 9.6651 12.2155 14.3571
O 7.4855 11.9605 9.0026
H 7.4183 12.6060 9.7295
H 7.9846 11.2795 9.4067
O 10.4641 6.1051 14.7811
H 9.9929 5.5535 15.3663
H 11.1693 5.5732 14.4127
O 7.8061 9.7185 11.9109
H 8.6223 9.8846 11.3969
H 8.0746 8.9518 12.3208
O 11.6705 15.0041 15.2143
H 10.7976 14.7952 14.8479
H 11.3798 15.8577 15.5096
O 6.6470 11.9633 12.5260
H 6.8299 11.0219 12.3066
H 6.8170 11.9542 13.4498
O 13.1354 13.3613 13.6085
H 13.9351 12.7955 13.5560
H 13.4907 14.1311 14.0762
O 9.1531 12.6736 6.7408
H 8.5407 12.2173 7.3942
H 8.8588 12.4629 5.8571
O 8.9457 7.7146 8.8547
H 7.9976 7.8438 9.2050
H 9.1491 8.6366 8.7051
O 9.2506 12.8528 11.1356
H 9.7764 13.5621 11.5434
H 8.4595 12.7955 11.6792
O 10.7397 6.6041 10.4507
H 11.4601 7.2853 10.3032
H 9.9462 6.9241 9.9374
O 12.6248 5.5048 12.5869
H 13.5616 5.3175 12.4201
H 12.4405 5.9830 11.8029
O 10.9506 10.7875 13.9560
H 10.6613 9.8724 13.5860
H 11.3139 10.6028 14.8350